Version P
8
Properties=species:S:1:pos:R:3 method="wB97M-V/def2-TZVPD" total_charge=0 spin_multiplicity=1 gap_ev=10.35 lumo_ev=0.746 molar_mass_g_mol=187.9
H 1.02 0.30 0.21
H -0.27 0.09 -2.67
Br -0.23 -0.44 2.95
C 0.28 0.49 -1.79
H -0.97 -0.32 4.07
Br -1.21 -1.14 -0.02
H 1.08 1.05 -2.18
C 0.30 -0.04 -0.57

Version Q
8
Properties=species:S:1:pos:R:3 method="wB97M-V/def2-TZVPD" smiles=BrCCBr total_charge=0 spin_multiplicity=1 gap_ev=10.99 lumo_ev=0.579 molar_mass_g_mol=187.9
H 1.37 -0.82 0.07
H -0.84 -0.96 -0.92
C 0.75 0.07 0.10
H -1.23 0.74 -0.38
H 0.85 0.57 1.06
Br 1.43 1.31 -1.27
Br -1.60 -0.73 1.52
C -0.72 -0.19 -0.18

Least stable of them? version P.

Version P
11
Properties=species:S:1:pos:R:3 method="wB97M-V/def2-TZVPD" total_charge=-1 spin_multiplicity=1 gap_ev=7.23 lumo_ev=4.217 molar_mass_g_mol=79.1
H -1.76 1.89 -0.54
H -2.61 -0.59 -1.17
S 1.31 -1.01 1.30
H -1.70 0.35 -2.53
C -1.15 0.99 -0.46
H -0.79 -0.86 -1.47
H 0.66 0.50 -0.17
C -1.60 -0.11 -1.51
H 0.89 -0.46 2.46
O 0.26 1.20 -0.77
H -1.23 0.50 0.55

Version Q
11
Properties=species:S:1:pos:R:3 method="wB97M-V/def2-TZVPD" total_charge=-1 spin_multiplicity=1 gap_ev=5.97 lumo_ev=3.552 molar_mass_g_mol=79.1
H -1.20 1.83 1.84
H -0.87 0.19 0.04
H -0.31 -1.11 1.33
H 2.31 0.42 -2.00
C 1.45 0.00 -1.43
C -1.16 -0.44 0.92
H 0.90 -0.78 -2.12
S -1.73 0.70 2.28
O 0.64 0.95 -0.84
H -2.04 -1.07 0.74
H 2.03 -0.69 -0.77

Version R
11
Properties=species:S:1:pos:R:3 method="wB97M-V/def2-TZVPD" total_charge=-1 spin_multiplicity=1 gap_ev=6.67 lumo_ev=4.319 molar_mass_g_mol=79.1
H -2.19 -0.10 -2.48
H 1.68 0.96 0.07
H 2.86 -0.01 0.42
H 1.14 -1.41 0.52
C 2.02 0.46 0.92
O -1.42 0.05 -2.92
C 0.90 -0.52 1.23
S -0.75 0.01 0.65
H 0.78 -0.92 2.22
H 2.30 1.15 1.60
H -0.73 0.13 -2.29

Version S
11
Properties=species:S:1:pos:R:3 method="wB97M-V/def2-TZVPD" total_charge=-1 spin_multiplicity=1 gap_ev=6.77 lumo_ev=4.241 molar_mass_g_mol=79.1
H 1.32 -1.12 -1.42
H 0.61 -1.60 0.11
H 1.57 1.20 -0.66
H -1.74 0.43 0.53
S 0.19 1.27 1.30
C 1.29 0.45 0.09
O -2.63 0.16 0.18
H 2.22 0.12 0.56
H -0.31 -0.58 -0.99
C 0.69 -0.76 -0.59
H -3.22 0.42 0.89

Least stable of them? version Q.

Version P
14
Properties=species:S:1:pos:R:3 method="wB97M-V/def2-TZVPD" total_charge=0 spin_multiplicity=1 gap_ev="7.94 / 6.90" lumo_ev="-1.157 / -2.121" molar_mass_g_mol=147.2
C 0.19 -1.33 -0.65
N -2.38 -1.83 0.73
N 1.29 -0.61 -0.75
S -1.10 0.90 0.19
H 1.72 1.67 1.24
C 1.26 0.70 -0.59
O -2.37 1.49 -0.09
H -3.28 -1.40 0.78
H 2.13 1.24 -1.09
C -1.02 -0.79 -0.38
O 0.13 1.42 -0.95
H 0.46 -2.34 -0.82
N 1.31 0.86 0.94
H 1.65 0.02 1.44

Version Q
14
Properties=species:S:1:pos:R:3 method="wB97M-V/def2-TZVPD" total_charge=0 spin_multiplicity=1 gap_ev=10.81 lumo_ev=-0.182 molar_mass_g_mol=147.2
C 3.00 0.28 0.01
N -2.94 -0.17 0.40
N -0.43 -1.03 0.17
C 1.64 0.39 -0.27
O -1.33 0.60 -1.40
S -1.38 0.32 -0.02
O -0.94 1.37 0.84
H -2.89 -1.05 0.90
N 4.11 0.17 0.19
H 1.53 0.88 -1.21
H 1.22 -1.94 0.17
H -3.70 -0.14 -0.22
H 1.28 1.24 0.44
C 0.82 -0.92 0.00

Least stable of them? version P.

Version P
22
Properties=species:S:1:pos:R:3 method="wB97M-V/def2-TZVPD" smiles="CC(C)(C)C([N+](=O)[O-])=[S@@](=O)([O-])O" total_charge=-1 spin_multiplicity=1 gap_ev=8.20 lumo_ev=3.570 molar_mass_g_mol=196.2
H 2.35 1.34 -0.09
H 1.93 0.76 -1.66
O 1.06 -2.87 -0.08
O -0.60 -2.69 1.89
C -0.33 -0.69 -0.15
C -0.61 1.60 -1.26
H -0.09 1.35 -2.18
C 1.64 0.60 -0.62
O -2.23 -0.51 -1.33
H 0.07 2.57 1.02
N -1.43 -1.19 -0.65
C -0.06 1.40 1.16
H -1.05 1.18 1.42
H -1.42 -2.73 1.41
H -0.49 2.72 -1.13
H 0.82 1.00 1.79
C 0.19 0.71 -0.24
H -1.71 1.43 -1.23
O 1.31 -1.32 1.84
H 1.92 -0.34 -0.41
O -1.72 -2.38 -0.33
S 0.43 -1.91 0.84

Version Q
22
Properties=species:S:1:pos:R:3 method="wB97M-V/def2-TZVPD" total_charge=-1 spin_multiplicity=1 gap_ev="7.72 / 7.72" lumo_ev="2.868 / 2.869" molar_mass_g_mol=196.2
O 1.40 2.04 1.42
C 0.80 -0.54 -0.40
O 0.28 0.26 -2.41
O 3.12 1.82 -0.37
H -1.28 -1.65 -1.65
C -0.78 -0.65 1.56
C -1.14 1.17 -0.17
H -2.42 -0.62 -0.88
S 2.38 1.24 0.71
H -2.17 1.12 0.14
H 1.37 -1.30 0.12
O 3.10 0.28 1.49
H -0.76 1.38 -1.23
H -0.69 1.86 0.52
N 1.13 -0.30 -1.66
C -1.65 -1.25 -0.66
O 2.22 -0.64 -2.18
H -1.81 -0.60 1.58
H -0.24 -1.53 1.88
C -0.64 -0.32 0.04
H -0.36 0.23 2.04
H -1.84 -2.00 0.10

Least stable of them? version Q.

Version P
7
Properties=species:S:1:pos:R:3 method="wB97M-V/def2-TZVPD" total_charge=0 spin_multiplicity=1 gap_ev="9.02 / 8.35" lumo_ev="-1.436 / -1.745" molar_mass_g_mol=130.5
F -1.01 0.94 0.78
N -1.66 -0.14 -0.22
O 2.64 0.02 -0.09
O -1.32 0.09 -1.29
O -2.27 -0.88 0.42
Cl 1.45 -1.52 0.47
N 2.39 0.82 -0.83

Version Q
7
Properties=species:S:1:pos:R:3 method="wB97M-V/def2-TZVPD" smiles="O=NOCl.O=NF" total_charge=0 spin_multiplicity=1 gap_ev="9.01 / 9.02" lumo_ev="-1.781 / -1.780" molar_mass_g_mol=130.5
Cl -3.18 -0.59 -0.07
N 1.51 -0.50 0.03
F 2.26 0.71 0.51
O -1.59 0.08 0.67
N -0.70 0.68 0.12
O -0.54 0.97 -1.00
O 2.24 -1.34 -0.26

Least stable of them? version P.

Version P
17
Properties=species:S:1:pos:R:3 method="wB97M-V/def2-TZVPD" total_charge=+1 spin_multiplicity=2 gap_ev="8.66 / 5.02" lumo_ev="-4.612 / -8.196" molar_mass_g_mol=89.1
H 0.04 0.62 1.87
H 3.08 -0.51 -1.04
H -4.15 0.42 -1.86
H 2.02 1.00 0.25
C -2.15 0.50 -1.37
H 0.52 -1.17 1.73
H -1.67 0.55 -2.48
N 1.37 0.19 0.25
H -0.45 -0.19 0.01
C -3.49 0.67 -1.11
H 3.14 -0.68 0.70
H -3.77 0.80 -0.12
C 2.47 -0.74 -0.16
H 1.57 0.07 2.38
O -1.23 0.30 -0.38
C 0.86 -0.15 1.57
H 1.82 -1.68 -0.24

Version Q
17
Properties=species:S:1:pos:R:3 method="wB97M-V/def2-TZVPD" total_charge=+1 spin_multiplicity=2 gap_ev="11.74 / 7.15" lumo_ev="-2.900 / -7.483" molar_mass_g_mol=89.1
O -0.05 2.51 -1.31
H -1.71 0.44 0.01
H -1.16 -2.09 0.91
C -0.22 1.12 -1.37
C -0.39 -1.84 0.17
H -0.72 1.26 0.85
C -0.61 0.56 -0.01
H 1.49 0.72 1.50
H 0.37 2.73 -2.14
H 1.91 -1.07 1.40
N 0.21 -0.56 0.40
H 0.38 -2.61 0.22
H -1.06 0.79 -2.00
C 1.12 -0.31 1.52
H 0.64 -0.33 2.50
H 0.57 0.51 -1.82
H -0.78 -1.83 -0.85

Least stable of them? version P.